{
  "formula": "C5H11NO2",
  "method": "ωB97M-V with the def2-TZVPD basis set",
  "max_force_ev_per_a": 4.03,
  "relative_energy_kj_mol": 635.55,
  "orbital_gap_ha": [0.23375, 0.30592],
  "species": ["C", "C", "C", "C", "C", "N", "O", "O", "H", "H", "H", "H", "H", "H", "H", "H", "H", "H", "H"],
  "coordinates": [[-0.82447, -1.90431, 1.19391], [1.24092, -0.50134, -0.45914], [1.03240, 2.34589, -0.12224], [-1.10337, -0.51384, 0.60892], [0.20162, 0.19660, 0.28908], [-0.82327, 0.61184, -2.38129], [-1.89725, 0.31622, -2.00067], [0.02958, 1.52829, 0.45515], [-0.33522, -2.63115, 0.49335], [-0.27439, -2.03735, 2.10215], [-1.85670, -2.35184, 1.38147], [2.25615, -0.43645, 0.14422], [1.41568, -0.24664, -1.52824], [0.92294, -1.49438, -0.20626], [0.73035, 2.24858, -1.23489], [2.01710, 2.05296, 0.16445], [0.70105, 3.34167, 0.04837], [-1.67265, -0.08989, 1.38931], [-1.76048, -0.43488, -0.33765]],
  "lowdin_charge": [-0.12, -0.08, -0.07, -0.20, -0.38, 0.11, -0.06, -0.12, 0.07, 0.07, 0.09, 0.12, 0.08, 0.04, 0.10, 0.08, 0.08, 0.09, 0.10]
}